Density functional theory data (wB97M-V/def2-TZVPD) for the molecule C5H7NO2.

CARTESIAN COORDINATES (ANGSTROEM)
N 1.41421 1.15370 -0.01357
C 0.22510 1.48627 0.02596
O 2.03608 0.00826 0.51360
C 1.20781 -1.26579 -0.09191
H 1.45655 -1.45668 -1.23137
O -0.35952 -0.41346 1.32258
H -2.25925 -1.00217 0.04711
H -1.72663 0.02560 -1.34404
C -0.15511 -0.81401 -0.09916
C -1.55028 -0.34598 -0.33388
H 1.68039 -1.92933 0.83158
H 0.34201 -0.12468 -0.84094
H -1.46809 1.47385 1.22263
H 0.07610 2.52691 -0.64071
C -0.91939 0.67749 0.63214

Cartesian forces (eV/Å) of the 6 atoms listed first:
N 5.1 1.3 0.2
C -2.2 2.6 -1.7
O -3.2 -0.3 -2.2
C 3.6 -3.6 1.1
H 0.5 -0.2 2.5
O 1.0 1.1 -0.4

Results
E_HOMO in eV: -8.7
Relative energy (zero: lowest compared OMol25 entry of this formula, charge and spin) in kJ/mol: 956.1
Spin multiplicity: 1
HOMO-LUMO gap in eV: 9.4303
Largest force on an atom in Eh/bohr: 0.102
E_tot in eV: -10873.7081
LUMO in eV: 0.699

***

Density functional theory data (wB97M-V/def2-TZVPD) for a structure of composition C31H27BrCdI2NO7PS2.

CARTESIAN COORDINATES (ANGSTROEM)
C 1.01202 -3.98943 -2.55842
H 3.90937 2.19324 -1.86439
H 2.06791 -4.07906 -2.77525
O 1.80878 -0.84348 1.68858
H -3.39567 4.79106 1.05425
H -2.73832 -3.71405 -1.67134
C -3.28111 0.67675 -1.17971
C 0.53442 -2.84104 -1.94339
H -2.30682 4.64209 -2.28090
H -0.96138 -2.94722 3.75056
C 0.14250 -5.02000 -2.87693
C 4.38259 -0.63992 1.99230
C -1.80207 4.18388 -0.24860
H -4.65459 2.29360 -1.45670
C 5.26750 -1.58682 2.48780
H -1.22901 5.80960 -1.52332
C -2.26399 3.17818 1.88535
H 7.30867 0.40031 4.30484
S 3.65317 2.15505 1.70584
C -2.08915 5.16265 -1.34680
H 5.77915 2.09485 3.38122
P -1.37408 -1.25214 -0.78832
H -3.39886 -3.05719 4.17469
O -0.23373 -0.29785 -0.62478
O 2.28539 2.09226 2.25042
C -1.20923 -4.91962 -2.56581
C -4.20296 1.41515 -1.90006
S 3.03661 -1.34971 1.02383
C -2.69345 -0.45787 -1.74003
H -0.11084 3.30474 -1.23962
H 5.09979 -2.62174 2.22799
H 3.72210 2.65604 -3.60049
C -3.92511 -2.32117 2.23298
C 5.63029 1.05132 3.14730
H -2.84390 3.09456 2.79201
C -4.54297 1.02849 -3.19090
C -2.56282 4.11327 0.91091
H -5.26306 1.60587 -3.75620
C -2.08560 -1.80591 0.77205
O 3.55862 1.95335 0.24249
H -3.01148 0.98236 -0.17410
C -3.45498 -1.86930 1.00803
O 3.07907 -0.78569 -0.32849
C -0.74300 3.29426 -0.35948
C 3.26067 2.61189 -2.62239
H -2.94345 5.79112 -1.09991
C -1.68992 -3.78231 -1.94083
H 0.51766 -5.91339 -3.35915
H 1.21242 -2.04005 -1.66904
Br -0.77371 0.99395 2.92504
O 3.18255 -2.77617 1.09532
H 7.00050 -1.99368 3.68055
H -4.21635 -0.39229 -4.76294
C -3.95805 -0.09403 -3.75549
N -0.43959 2.38737 0.57096
I 1.57537 1.32125 -2.73879
Cd 1.42778 0.94788 0.33796
H -0.11900 -2.11876 1.59561
I 2.76398 4.57320 -2.00827
C -1.66272 -2.64996 2.98207
C 4.57422 0.71323 2.31327
H -4.15777 -1.56001 0.24354
C 6.32707 -1.23145 3.31230
H -4.99056 -2.36942 2.41593
C 6.49964 0.09531 3.65479
H -2.56864 -1.70400 -3.48454
C -1.18962 2.33091 1.66697
O 4.41827 3.29946 2.10435
H -1.88230 -5.73369 -2.80022
C -3.03026 -2.70949 3.21815
C -3.03170 -0.83547 -3.03367
C -1.18702 -2.20039 1.76244
C -0.81927 -2.73479 -1.64340

Cartesian forces (eV/Å) of the 6 atoms listed first:
C 0.0 0.0 0.0
H 0.0 0.0 0.0
H 0.0 0.0 0.0
O 0.0 0.0 0.2
H 0.0 0.0 0.0
H 0.0 0.0 0.0

Results
E_HOMO in eV: -9.1
Relative energy (zero: lowest compared OMol25 entry of this formula, charge and spin) in kJ/mol: 27.9
Spin multiplicity: 1
HOMO-LUMO gap in eV: 9.1640
Largest force on an atom in Eh/bohr: 0.007
E_tot in eV: -170178.5403
LUMO in eV: 0.020

***

Density functional theory data (wB97M-V/def2-TZVPD) for a structure of composition C4H2KO2.

CARTESIAN COORDINATES (ANGSTROEM)
K 1.48284 0.69994 -0.18402
O 1.05436 -1.17701 -1.21647
O -2.03011 1.72522 1.16844
C -1.00686 -0.32343 0.76017
C -0.05104 -1.76583 -1.04823
C -0.88930 0.98901 1.04765
C -0.97423 -1.25003 -0.11999
H -0.26013 -2.68509 -1.61647
H -1.78770 2.62363 1.41597

Cartesian forces (eV/Å) of the 6 atoms listed first:
K 1.0 2.0 1.0
O -0.4 -2.3 -1.3
O 0.2 -0.3 0.3
C -0.6 0.2 -1.1
C -0.1 -0.2 0.1
C -0.8 0.4 0.3

Results
E_HOMO (spin up / spin down) in eV: -6.7 / -7.8
Relative energy (zero: lowest compared OMol25 entry of this formula, charge and spin) in kJ/mol: 104.5
Spin multiplicity: 2
HOMO-LUMO gap (spin up / spin down) in eV: 6.3302 / 7.4483
Largest force on an atom in Eh/bohr: 0.052
E_tot in eV: -24595.6025
LUMO (spin up / spin down) in eV: -0.341 / -0.337

***

Density functional theory data (wB97M-V/def2-TZVPD) for the molecule C7H13N.

CARTESIAN COORDINATES (ANGSTROEM)
H -0.46660 -2.42866 -0.35368
C -2.10398 1.18966 0.46512
C 1.92146 0.79968 0.68177
H 1.63159 1.75090 0.24050
H -2.63287 2.12892 0.44115
H -1.87168 -1.49650 -0.94346
N 0.51035 -0.83024 1.86498
C -0.17862 -0.30394 -0.36147
C -0.95511 1.03476 -0.16916
H 2.37005 0.99059 1.65608
H 1.24761 -1.15840 -1.73488
H -2.54147 0.40307 1.05518
H -0.53734 1.86150 -0.73148
C 0.73865 -0.12719 0.83010
C -1.06582 -1.53150 -0.21321
H -0.17833 -0.43862 -2.50277
H -1.48991 -1.58236 0.78412
H 1.27577 -0.87606 2.53547
C 0.54988 -0.32235 -1.70188
H 2.67299 0.34075 0.04007
H 1.10338 0.59597 -1.88254

Cartesian forces (eV/Å) of the 6 atoms listed first:
H 0.0 -0.1 -0.1
C 0.2 0.1 0.1
C 0.0 -0.2 0.2
H 0.0 0.1 -0.1
H 0.1 0.2 0.1
H 0.0 -0.1 -0.1

Results
E_HOMO in eV: -9.1
Relative energy (zero: lowest compared OMol25 entry of this formula, charge and spin) in kJ/mol: 101.8
Spin multiplicity: 1
HOMO-LUMO gap in eV: 9.9892
Structure (SMILES): [H]/N=C(\C)C(C)(C)C=C
Largest force on an atom in Eh/bohr: 0.040
E_tot in eV: -8958.8774
LUMO in eV: 0.935

***

Density functional theory data (wB97M-V/def2-TZVPD) for the molecule Cl2H3PSi.

CARTESIAN COORDINATES (ANGSTROEM)
P 1.28455 0.04402 0.94008
Cl -1.93517 1.55268 0.57520
H 1.84914 0.79103 -0.32363
Si -0.66697 0.08427 -0.14251
H 1.56140 -1.12933 0.22622
H -0.45391 0.30069 -1.49870
Cl -1.63905 -1.64337 0.22334

Cartesian forces (eV/Å) of the 6 atoms listed first:
P -1.2 -0.4 -0.5
Cl 0.3 -0.1 -0.2
H 1.1 0.9 -0.8
Si -1.5 0.5 3.2
H 0.7 -0.6 0.4
H 0.7 0.2 -1.8

Results
E_HOMO (spin up / spin down) in eV: -5.0 / -11.0
Relative energy (zero: lowest compared OMol25 entry of this formula, charge and spin) in kJ/mol: 100.9
Spin multiplicity: 3
HOMO-LUMO gap (spin up / spin down) in eV: 5.6255 / 6.9061
Largest force on an atom in Eh/bohr: 0.070
E_tot in eV: -42256.5542
LUMO (spin up / spin down) in eV: 0.654 / -4.121

***

Density functional theory data (wB97M-V/def2-TZVPD) for a cluster of 2 separate species, C3H7OS in total.

CARTESIAN COORDINATES (ANGSTROEM)
S -0.18421 -1.74991 -0.05889
C 1.68230 1.20428 1.04449
H 1.70622 0.11576 1.05869
H 0.48288 0.93909 -0.81338
H -2.57051 -1.37399 0.05642
C -1.91151 -1.78779 -0.79610
C 0.79329 1.77727 -0.07279
H 1.18889 1.68781 1.89259
H -2.05532 -1.25946 -1.73951
H 2.66412 1.69026 1.01286
H -2.30675 -2.79545 -0.96273
O 0.05667 2.72900 -0.07704

Cartesian forces (eV/Å) of the 6 atoms listed first:
S -0.6 -0.1 -0.7
C -0.4 2.5 -0.2
H -0.2 0.2 -0.1
H 1.1 1.0 0.3
H 0.6 -0.3 -1.7
C -0.4 0.2 2.2

Results
E_HOMO in eV: -2.4
Relative energy (zero: lowest compared OMol25 entry of this formula, charge and spin) in kJ/mol: 129.9
Spin multiplicity: 1
HOMO-LUMO gap in eV: 6.3933
Largest force on an atom in Eh/bohr: 0.089
E_tot in eV: -16106.9309
Net charge: -1
LUMO in eV: 4.004

***

Density functional theory data (wB97M-V/def2-TZVPD) for a cluster of 2 separate species, H5N4OP in total.

CARTESIAN COORDINATES (ANGSTROEM)
O 1.14527 2.08224 -1.56661
H 0.78117 3.72356 0.86766
N -1.42783 0.02705 -0.54826
H 0.75332 -3.20388 -0.15036
H 0.21834 -1.59365 0.08944
N 0.32028 2.83365 1.02968
P 0.33086 2.01513 -0.31438
N -0.33543 0.47486 -0.16751
H -0.26624 -2.75502 1.07280
N -0.02100 -2.59713 0.10108
H -1.49875 -1.00681 -0.41353

Cartesian forces (eV/Å) of the 6 atoms listed first:
O -1.4 0.0 1.6
H 0.2 0.2 0.2
N 0.3 1.4 -0.1
H 0.0 0.5 0.1
H 0.7 -1.0 -0.2
N -0.6 -1.4 -1.9

Results
E_HOMO in eV: -9.9
Relative energy (zero: lowest compared OMol25 entry of this formula, charge and spin) in kJ/mol: 75.3
Spin multiplicity: 1
HOMO-LUMO gap in eV: 9.0804
Largest force on an atom in Eh/bohr: 0.048
E_tot in eV: -17376.0316
LUMO in eV: -0.827

***

Density functional theory data (wB97M-V/def2-TZVPD) for a structure of composition C33H44AsGe2MnN5SSe.

CARTESIAN COORDINATES (ANGSTROEM)
As 0.44328 1.12821 -3.86028
C 0.60347 3.60416 2.47334
H 3.73951 -5.09565 1.95323
C 4.07678 -2.50778 -0.35086
N -0.59686 -1.49976 -0.94104
C -2.63982 4.77639 0.99975
H 3.15824 -6.49920 1.06683
H -1.33037 -0.60808 -3.48098
C -4.49363 2.44711 -1.35100
H 2.55337 -3.12094 3.85961
H -1.97397 -3.94719 -2.33376
H 2.20599 -1.40988 -0.58100
H 3.21073 2.60660 3.14370
H 3.73610 -5.08728 0.18881
H 1.19478 -5.15600 0.15948
H 1.40884 3.94978 3.11489
H -0.87095 3.22707 -4.00939
C -2.47670 2.19910 -0.08728
H 4.67187 -2.99533 0.42127
H -0.48344 5.40465 2.59496
H 2.38497 2.78880 0.68865
H 4.71689 -1.76060 -0.82268
Ge 1.71786 -2.98094 1.32447
H -0.45026 -4.55154 -1.66507
H 1.69722 0.63728 -5.95885
H -2.39353 0.40654 3.51823
H 3.06446 -1.02091 0.89941
C 0.01937 2.86615 -4.51532
H 0.20448 1.85262 6.65055
Mn -0.43259 0.18102 0.02987
C 1.16200 -1.53116 3.60433
H 2.99039 0.86123 3.02210
H -0.45121 -3.67968 -3.21148
S 0.99553 1.22506 -1.81607
C -3.67362 4.31456 0.10423
H -1.89525 0.66579 -4.57825
H -2.46539 -1.49285 1.79262
H 0.85529 3.52358 -4.30440
C -1.05847 0.02269 -4.32047
C 3.18467 1.76926 2.44270
C -0.72395 -2.47514 -1.50742
C 1.01708 0.08938 7.57043
H -5.34444 3.05427 -1.64371
C 1.73300 -4.87270 1.06738
C -1.50134 3.92828 1.33636
H 1.82078 -1.80338 8.19981
C 0.57849 0.84854 6.49389
H -1.85546 -0.75842 4.72430
H -3.44704 -0.91819 3.99577
H -3.07507 -0.58080 -1.73372
H 1.86929 -2.75200 5.93608
Se -4.30850 6.59296 0.77828
C -2.40849 -0.65240 3.79356
C -1.43270 2.68098 0.80714
C -4.31989 1.16257 -1.83665
C -1.83577 -1.54961 2.68073
N -2.32326 0.93656 -0.55787
H 3.83790 -3.25867 -1.10645
Ge -0.02999 -1.05806 2.14814
H 0.98225 0.49756 8.57397
H 2.12674 -0.51636 -4.66702
H -5.02308 0.71876 -2.52932
H -0.78966 -0.58592 -5.18201
C 0.73866 2.19913 1.96055
C 1.92380 0.52340 -4.90010
N -4.65879 5.12389 -0.15842
C 0.61592 0.31155 5.21390
H -0.15307 2.80615 -5.58938
H 4.18266 1.68508 2.01034
C -0.42155 4.39873 2.19565
H 1.16177 -5.26579 1.90887
C -0.91058 -3.74080 -2.22628
C 3.17726 -5.40804 1.06606
C 1.92912 -2.54135 3.17415
C 2.81592 -1.83656 0.21361
C -3.22506 0.44059 -1.40846
H 2.09774 1.06474 0.73600
H 0.26107 0.91023 4.37885
C -3.56955 2.97337 -0.46189
C 1.09848 -0.97596 4.98381
H 2.78256 1.13180 -4.63408
H -1.79998 -2.59741 2.99326
C 1.48716 -1.20348 7.36019
C 2.13028 1.96096 1.35488
N -2.79183 5.98474 1.47299
C 1.52519 -1.73215 6.07905
N -0.38295 1.80182 1.04644
H 0.70403 1.54438 2.82904

Cartesian forces (eV/Å) of the 6 atoms listed first:
As 0.1 0.0 0.1
C 0.2 -0.1 0.1
H -0.1 0.0 -0.1
C 0.0 0.2 0.0
N 0.0 -0.2 0.0
C 0.4 -0.5 0.0

Results
E_HOMO (spin up / spin down) in eV: -11.8 / -11.9
Relative energy (zero: lowest compared OMol25 entry of this formula, charge and spin) in kJ/mol: 329.8
Spin multiplicity: 6
HOMO-LUMO gap (spin up / spin down) in eV: 5.4474 / 4.6287
Largest force on an atom in Eh/bohr: 0.039
E_tot in eV: -323742.8387
Net charge: +2
LUMO (spin up / spin down) in eV: -6.344 / -7.256

***

Density functional theory data (wB97M-V/def2-TZVPD) for a cluster of 2 separate species, C2H11N3O in total.

CARTESIAN COORDINATES (ANGSTROEM)
H 0.19213 0.57017 4.18991
N 0.67744 -0.28770 3.98175
H -0.03634 0.37669 1.26129
H -0.05025 0.15263 -1.98339
H 0.18515 1.05535 -3.44205
N 0.80132 0.66766 1.72153
H -0.39421 -1.65659 -3.33615
H 2.28000 -0.52641 2.74709
H 1.09518 1.57604 2.01752
H -2.29738 -0.19644 -2.90977
N -1.83019 0.72181 -2.94295
C -0.44895 0.30534 -2.98511
H 0.93221 -1.40627 2.27899
H -2.23954 0.87264 -3.86622
H 0.22636 -0.97905 4.55052
C 1.20519 -0.39909 2.57151
O -0.29810 -0.84678 -3.85447

Cartesian forces (eV/Å) of the 6 atoms listed first:
H 0.1 0.3 -0.4
N 0.0 1.3 0.3
H -0.5 1.4 -0.2
H -0.3 -0.4 0.1
H -0.1 0.3 -0.1
N 1.0 -2.3 0.0

Results
E_HOMO in eV: -8.6
Relative energy (zero: lowest compared OMol25 entry of this formula, charge and spin) in kJ/mol: 113.3
Spin multiplicity: 1
HOMO-LUMO gap in eV: 9.3134
Structure (SMILES): NCN.NCO
Largest force on an atom in Eh/bohr: 0.058
E_tot in eV: -8768.6403
LUMO in eV: 0.729

***

Density functional theory data (wB97M-V/def2-TZVPD) for the molecule C3H5N5.

CARTESIAN COORDINATES (ANGSTROEM)
H 0.09347 -1.56087 0.32388
N 3.25726 -0.17030 -0.34460
H -1.36747 2.04706 0.06245
C -0.14484 0.40845 0.01602
H 1.67954 -1.14351 0.68435
H -3.53092 0.19716 0.21972
C -2.38134 0.13866 -0.10148
N 1.10546 0.94021 0.19054
H 3.72538 -1.15926 -0.15655
N -1.40919 1.06410 -0.12086
C 2.12037 -0.06892 0.25634
N -0.67120 -0.87498 0.03007
N -2.02020 -1.13756 -0.06358

Cartesian forces (eV/Å) of the 6 atoms listed first:
H -2.3 0.4 -1.0
N -0.1 -1.0 1.4
H -1.0 0.4 -0.1
C -0.9 -0.5 0.7
H 1.2 2.4 -0.2
H 2.7 1.0 -1.5

Results
E_HOMO in eV: -8.6
Relative energy (zero: lowest compared OMol25 entry of this formula, charge and spin) in kJ/mol: 349.7
Spin multiplicity: 1
HOMO-LUMO gap in eV: 9.2909
Structure (SMILES): [H]/N=C/N=c1/[nH]cn[nH]1
Largest force on an atom in Eh/bohr: 0.132
E_tot in eV: -10639.2502
LUMO in eV: 0.721

***

Density functional theory data (wB97M-V/def2-TZVPD) for a cluster of 2 separate species, C2H4F2S2 in total.

CARTESIAN COORDINATES (ANGSTROEM)
F 1.12720 0.45782 -1.42741
S -2.03459 1.21402 -0.26657
C 0.89451 -1.51187 -0.02705
C 1.71029 -0.36647 -0.43624
H -0.11434 -1.60399 -0.48086
H 2.85934 -0.54932 -0.71710
H 1.21772 -2.12254 0.73315
F 1.67005 0.41906 0.70907
S -2.31943 -0.70788 0.19500
H -2.14753 0.96395 -1.64775

Cartesian forces (eV/Å) of the 6 atoms listed first:
F 0.7 -1.5 0.9
S -0.3 -1.3 -1.5
C -1.7 0.8 -3.2
C 1.3 1.1 -0.1
H 1.1 -0.1 0.4
H -2.6 0.4 0.5

Results
E_HOMO (spin up / spin down) in eV: -9.2 / -9.0
Relative energy (zero: lowest compared OMol25 entry of this formula, charge and spin) in kJ/mol: 247.3
Spin multiplicity: 1
HOMO-LUMO gap (spin up / spin down) in eV: 7.4156 / 8.4599
Largest force on an atom in Eh/bohr: 0.072
E_tot in eV: -29241.1868
LUMO (spin up / spin down) in eV: -1.814 / -0.519

***

Density functional theory data (wB97M-V/def2-TZVPD) for a cluster of 2 separate species, C9H16N3 in total.

CARTESIAN COORDINATES (ANGSTROEM)
H -3.21613 -0.39603 -0.45067
H 2.66132 2.23676 -1.83439
C -0.01710 0.54457 -2.97035
N -1.54988 -0.14356 2.28919
H -1.04225 -0.97940 -1.91325
H -1.99588 -2.54224 0.10049
H 2.65041 1.32344 0.96057
H -0.27173 0.38536 3.78616
N -2.72279 0.05086 0.31283
H -2.24932 0.41339 2.73125
H -2.73653 1.01026 0.11319
H 0.66713 -1.12080 -0.12110
C 0.84130 -0.45505 -0.96345
H 0.49734 0.21830 2.09123
H 0.17751 -1.13170 3.03823
H -0.69154 0.53443 -3.81469
H 2.48353 -0.46701 0.89157
H 3.81955 0.35674 0.08688
C 2.76372 0.42883 0.34938
C 1.87504 1.48908 -1.83456
H 1.20695 1.99459 -3.83906
H -1.73518 -2.56213 1.74708
C 1.00222 1.46826 -2.91605
C 1.86825 0.49975 -0.87171
C -2.01167 -0.67475 1.15072
C -0.14924 -0.36142 -1.91796
N -1.93253 -1.98912 0.94058
C -0.19250 -0.13142 2.85791

Cartesian forces (eV/Å) of the 6 atoms listed first:
H 0.0 -0.5 0.4
H 0.0 0.0 0.1
C -0.2 -0.1 0.4
N -0.3 0.1 0.2
H 0.3 -0.3 0.1
H -0.2 0.7 -0.5

Results
E_HOMO in eV: -12.0
Relative energy (zero: lowest compared OMol25 entry of this formula, charge and spin) in kJ/mol: 146.8
Spin multiplicity: 1
HOMO-LUMO gap in eV: 8.6907
Largest force on an atom in Eh/bohr: 0.042
E_tot in eV: -14056.5828
Net charge: +1
LUMO in eV: -3.269